1.
DFT (ωB97M-V with the def2-TZVPD basis set) results for C34H36AsF4N5OSV as an isolated structure.

The geometry in XYZ format:
```
83
Properties=species:S:1:pos:R:3:forces:R:3:lowdin_spin:R:1
V 0.937164 -0.308789 0.726957 -0.22 0.60 0.37 2.001
C -1.607709 -2.734048 2.047267 -0.02 -0.05 -0.01 0.002
C -1.428183 -1.318773 2.554874 0.01 0.05 0.03 0.007
N -0.014047 -0.885944 2.675848 -0.02 0.14 -0.07 0.002
C 0.819813 -1.855184 3.441011 0.10 -0.01 -0.21 0.003
C 0.336190 -2.186649 4.841025 -0.04 -0.03 0.11 0.001
C 0.005140 0.439677 3.334804 0.15 0.02 0.11 0.003
C 1.368307 1.119362 3.200845 0.01 -0.11 0.09 0.002
N 2.019764 0.636734 1.993163 -0.27 -0.06 -0.17 -0.026
C 3.266869 1.201167 1.714132 -0.10 0.23 -0.10 0.003
C 4.414315 0.420603 1.634178 0.11 0.03 0.01 -0.002
F 4.346594 -0.885463 1.904786 0.01 0.06 -0.03 -0.001
C 5.638705 0.981426 1.294303 -0.04 -0.14 0.04 0.001
F 6.707907 0.183695 1.232442 0.00 0.03 0.00 0.000
C 5.770296 2.328350 1.035695 -0.11 0.05 0.01 -0.003
C 4.635448 3.116259 1.117317 0.01 -0.10 0.01 0.001
F 4.703601 4.426187 0.848430 0.01 0.01 0.00 0.000
C 3.414891 2.565663 1.447960 0.18 -0.07 -0.05 -0.003
F 2.324678 3.365164 1.460863 -0.03 -0.01 0.01 0.000
H -2.666698 -2.918161 1.863540 0.00 0.02 -0.02 0.000
H -1.262642 -3.473573 2.768707 -0.01 0.00 0.02 0.000
H -1.064336 -2.897286 1.117703 0.01 0.01 0.00 0.002
H -1.930379 -1.196248 3.522753 0.03 -0.03 0.00 0.000
H -1.903006 -0.613780 1.863624 -0.02 -0.05 -0.02 0.002
H 1.826388 -1.436944 3.463533 0.00 -0.02 0.04 0.001
H 0.882332 -2.757584 2.835560 0.00 -0.03 0.05 0.000
H 0.303739 -1.320466 5.501969 0.01 0.01 -0.01 0.000
H 1.031192 -2.897251 5.287833 0.01 -0.01 -0.02 0.000
H -0.648754 -2.655367 4.844739 0.00 0.02 -0.01 0.000
H -0.253854 0.361144 4.393891 -0.14 -0.04 -0.05 0.000
H -0.764673 1.039770 2.852086 0.04 0.04 0.00 0.000
H 1.998511 0.919673 4.076141 -0.05 -0.06 0.01 -0.001
H 1.201998 2.201539 3.172706 0.05 0.01 0.06 -0.001
H 6.728623 2.753269 0.776045 0.01 0.01 0.00 0.000
S 1.715979 -2.437980 0.310330 0.09 -0.04 -0.17 -0.018
C 1.417044 -2.937982 -1.374943 -0.01 0.03 0.08 0.006
C 2.188748 -3.973748 -1.899618 0.02 -0.01 0.01 -0.002
C 1.943969 -4.449089 -3.176067 -0.01 -0.02 -0.06 0.001
C 0.930803 -3.906930 -3.958859 -0.03 0.05 0.02 -0.002
C 0.162878 -2.870866 -3.452414 0.06 -0.05 -0.02 0.000
C 0.401177 -2.395496 -2.166639 0.06 0.00 0.00 -0.002
As -0.534073 -0.916035 -1.401037 -0.07 0.02 0.18 0.001
C -2.354522 -1.506136 -1.113152 0.03 -0.14 -0.12 0.001
C -3.300042 -0.609493 -0.620811 0.00 0.03 0.05 0.000
C -4.585142 -1.037414 -0.324077 -0.02 0.02 0.01 0.000
C -4.932900 -2.368971 -0.509107 -0.03 -0.01 0.00 0.000
C -3.995691 -3.265709 -0.997161 0.05 -0.01 -0.02 0.000
C -2.708555 -2.838045 -1.298268 -0.02 0.01 -0.04 -0.001
C -0.663492 0.336101 -2.878330 -0.12 -0.09 0.03 -0.002
C -1.883054 0.802514 -3.355721 0.01 0.10 -0.03 -0.001
C -1.917320 1.720459 -4.400311 -0.01 -0.01 0.03 0.000
C -0.736811 2.165030 -4.975044 0.00 0.02 0.00 -0.001
C 0.482139 1.686369 -4.509924 0.04 0.00 0.00 0.000
C 0.521466 0.777981 -3.463280 0.05 0.00 -0.03 -0.001
H 2.982129 -4.403850 -1.302881 -0.01 0.01 0.02 0.000
H 2.554500 -5.251547 -3.568920 0.00 -0.01 0.00 0.000
H 0.746891 -4.283215 -4.955809 0.01 0.00 0.00 0.000
H -0.618131 -2.426212 -4.059038 0.00 0.01 0.01 0.000
H -3.040954 0.434648 -0.478268 0.04 0.00 0.00 0.000
H -5.318953 -0.332127 0.045399 0.00 0.00 0.00 0.000
H -5.935186 -2.704399 -0.277939 0.00 0.00 0.00 0.000
H -4.262104 -4.303756 -1.146138 -0.01 0.00 0.00 0.000
H -1.981151 -3.547566 -1.673987 0.00 0.01 0.00 0.000
H -2.814632 0.446831 -2.936083 0.00 -0.03 0.02 0.000
H -2.870862 2.071101 -4.773363 0.00 0.01 -0.01 0.000
H -0.763633 2.870716 -5.794767 0.00 0.00 -0.01 0.000
H 1.406256 2.014112 -4.968240 0.00 0.01 0.00 0.000
H 1.478987 0.413934 -3.108526 -0.04 -0.01 0.01 0.000
C -1.749042 4.960186 -0.494758 0.05 0.03 -0.01 0.000
N -0.955405 3.766768 -0.278872 0.00 -0.08 0.03 0.001
C 0.293249 3.453213 -0.959089 -0.02 0.00 0.00 0.000
C 0.554991 2.077531 -0.407258 -0.04 -0.21 0.04 0.004
O 1.516244 1.342685 -0.629927 0.13 -0.16 -0.22 0.016
N -0.456539 1.679861 0.407171 0.22 0.01 0.06 0.005
C -1.316299 2.710083 0.452285 -0.04 0.00 0.02 0.001
N -2.437739 2.670421 1.171782 -0.01 -0.03 -0.05 0.001
H -1.132376 5.695240 -1.005017 -0.01 0.00 -0.01 0.000
H -2.053720 5.396146 0.457436 -0.03 0.00 -0.01 0.000
H -2.624549 4.751143 -1.112525 -0.01 0.02 0.01 0.000
H 1.094399 4.142359 -0.691041 0.00 0.01 -0.03 0.000
H 0.171497 3.408220 -2.044892 0.01 0.01 -0.01 0.000
H -2.661625 1.826781 1.671034 0.00 0.01 0.01 0.000
H -3.097033 3.427931 1.179918 0.02 0.01 0.00 0.000
```
Forces are in eV/Å.

As for the relative energy (zero: lowest compared OMol25 entry of this formula, charge and spin): 5.7 kcal per mole. The value obtained for the molecular weight is 764.62 g mol⁻¹. As for the strongest force on any atom: 0.0144 hartree/bohr. The calculation puts the LUMO energy (spin up / spin down) at -2.551 / -2.235 eV. The value obtained for the HOMO-LUMO gap (spin up / spin down) is 7.457 / 8.096 eV. The energy is -153568.8182 eV. The value obtained for the HOMO energy (spin up / spin down) is -0.368 / -0.380 Eh. Its net charge is +1. As for the spin multiplicity: 3.

=====

2.
DFT (ωB97M-V with the def2-TZVPD basis set) results for a 2-piece molecular cluster, C34H36N2O6 overall in a non-equilibrium geometry.

The geometry in XYZ format:
```
78
Properties=species:S:1:pos:R:3:forces:R:3:mulliken_charge:R:1
C 3.265807 -3.493474 -2.918165 0.65 1.73 0.18 -0.545
O 4.049105 -2.259204 -2.926068 0.10 -4.32 -0.70 -0.329
C 3.883236 -0.962774 -2.741585 -0.98 3.78 -0.43 -0.128
C 5.166743 -0.269422 -3.171126 -1.77 -0.22 -0.27 0.413
O 5.201775 0.818687 -3.717246 0.82 -0.33 0.63 -0.627
O 6.233931 -1.109604 -3.077471 0.52 0.42 -0.25 -0.269
C 7.393939 -0.714855 -3.843061 -0.46 0.04 0.19 -0.682
C 2.663545 -0.190912 -3.145133 2.91 -0.42 0.53 1.071
O 2.572345 1.028749 -3.191793 -0.45 -0.32 0.01 -0.714
O 1.673310 -1.017464 -3.549081 -1.17 -0.31 -0.51 -0.284
C 0.578866 -0.323518 -4.159268 0.08 -0.08 0.21 -0.811
H 3.856018 -4.170978 -3.540768 -0.15 0.11 0.08 0.296
H 3.260296 -3.895727 -1.896966 -0.32 0.10 -0.06 0.235
H 2.263953 -3.379259 -3.345790 0.19 0.08 0.25 0.153
H 7.975159 -1.628371 -4.004426 -0.14 0.21 0.08 0.232
H 7.072500 -0.283779 -4.800354 0.18 -0.08 0.28 0.311
H 7.991310 0.021599 -3.289249 -0.16 -0.14 -0.17 0.259
H -0.034598 -1.087692 -4.637024 0.02 0.06 0.04 0.264
H 0.000503 0.203972 -3.391781 0.00 0.01 -0.17 0.215
H 0.945252 0.400467 -4.893593 -0.12 -0.14 0.15 0.381
C -4.748570 -1.028400 1.607318 -0.15 0.20 -0.18 -1.079
N -3.333800 -1.229871 1.826072 0.10 -0.86 0.63 0.397
C -2.847249 -2.298315 2.542176 -0.82 0.27 -0.32 0.184
O -3.531556 -3.164397 3.063815 0.77 0.53 -0.29 -0.681
C -1.325257 -2.197639 2.531947 -0.07 0.46 0.59 0.230
C -0.650463 -3.423110 1.911577 -0.15 -0.24 0.13 -1.561
C -1.034056 -3.587606 0.461304 0.26 -0.32 -0.12 0.029
C -2.263689 -4.160084 0.122795 -0.04 0.11 -0.31 -0.207
C -2.671766 -4.195384 -1.214312 0.10 0.03 0.18 -0.738
C -1.846822 -3.675653 -2.213528 0.11 0.21 0.01 -0.797
C -0.584669 -3.171008 -1.884331 0.02 -0.19 0.27 -0.151
C -0.164704 -3.166486 -0.549232 -0.44 0.12 -0.24 0.083
N -1.095711 -0.969311 1.777991 0.43 0.49 -0.35 0.522
C 0.109311 -0.640381 1.282166 -0.79 -0.17 -1.08 -0.857
C 0.227213 0.339090 0.309286 0.02 -0.29 -0.14 0.771
C 1.411949 0.697237 -0.341150 -0.06 0.49 1.32 -0.866
C 1.684799 2.079227 -0.628942 -0.18 0.97 -0.84 0.517
C 3.008402 2.589811 -0.644745 -0.62 -0.56 -0.20 -0.012
C 3.252214 3.949057 -0.785945 -0.32 0.22 -0.04 -0.768
C 2.192171 4.846659 -0.989386 0.03 -0.62 0.02 -0.286
C 0.873025 4.359394 -1.029560 0.14 -0.20 -0.03 -0.842
C 0.623784 3.002155 -0.844152 0.13 -0.04 -0.11 -0.155
C -2.343593 -0.293881 1.333374 -0.18 -0.83 -0.19 -1.022
C -2.563028 1.092761 1.867800 0.12 0.28 1.73 -0.595
C -2.662867 1.325408 3.205692 0.12 -0.34 -1.93 -0.235
C -2.920979 2.625126 3.802446 -0.33 1.22 0.74 0.904
C -3.102353 2.720113 5.205812 0.05 0.08 -0.72 -0.463
C -3.417705 3.938581 5.809968 0.00 0.14 -0.34 -0.532
C -3.544742 5.100212 5.028751 0.15 -0.54 -0.02 -0.429
C -3.326628 5.029872 3.643305 -0.03 -0.31 0.15 -0.643
C -3.030283 3.806548 3.029996 -0.03 -0.06 0.53 -0.435
H -5.301903 -1.854120 2.067511 0.26 0.19 -0.12 0.379
H -5.073237 -0.076897 2.050041 0.04 -0.23 -0.08 0.304
H -4.957656 -1.000670 0.527130 0.00 -0.04 0.26 0.347
H -0.984871 -2.022408 3.566067 -0.10 -0.38 -0.16 0.330
H 0.433784 -3.312018 2.022344 -0.15 -0.19 -0.01 0.537
H -0.980606 -4.291445 2.497953 0.18 0.18 -0.06 0.627
H -2.894148 -4.580621 0.909605 0.10 0.21 -0.25 0.451
H -3.640675 -4.626451 -1.467923 0.26 0.10 0.03 0.402
H -2.186976 -3.647856 -3.253011 0.14 -0.11 0.38 0.419
H 0.090634 -2.783620 -2.645638 -0.19 -0.10 0.11 0.243
H 0.835467 -2.814041 -0.289277 -0.25 -0.02 -0.15 0.512
H 0.969088 -1.207247 1.636447 -0.22 0.10 -0.06 0.540
H -0.686366 0.885022 0.098996 0.32 0.34 0.17 -0.193
H 2.197586 -0.037961 -0.456021 0.49 0.08 0.36 0.586
H 3.819421 1.875078 -0.565051 0.07 0.12 -0.01 0.271
H 4.279592 4.306170 -0.775262 -0.22 -0.05 -0.05 0.372
H 2.396622 5.903984 -1.169724 -0.09 -0.33 0.14 0.378
H 0.045846 5.042969 -1.239914 0.29 -0.26 0.09 0.380
H -0.399122 2.611008 -0.947089 0.49 0.37 0.13 0.354
H -2.411713 -0.251830 0.227839 0.27 -0.23 0.32 0.815
H -2.682121 1.882668 1.129339 0.07 -0.09 0.21 0.358
H -2.589198 0.483800 3.895874 0.06 0.07 -0.12 0.195
H -2.999429 1.807127 5.798008 -0.07 0.33 -0.08 0.351
H -3.568877 3.978556 6.890890 0.04 0.03 -0.36 0.360
H -3.813979 6.046827 5.504679 0.16 -0.32 -0.22 0.363
H -3.396408 5.938544 3.041629 -0.01 -0.32 0.15 0.369
H -2.886155 3.759267 1.946229 -0.03 0.13 0.46 0.225
```
Forces are in eV/Å.

As for the relative energy (zero: lowest compared OMol25 entry of this formula, charge and spin): 135.1 kcal per mole. The value obtained for the molecular weight is 568.67 g mol⁻¹. As for the strongest force on any atom: 0.0851 hartree/bohr. The calculation puts the LUMO energy at -1.955 eV. The value obtained for the HOMO-LUMO gap is 3.113 eV. The energy is -51102.0501 eV. The value obtained for the HOMO energy is -0.186 Eh.

=====

Which formula does entry 1 have?
C34H36AsF4N5OSV